Entry 1:
62
Properties=species:S:1:pos:R:3 method="wB97M-V/def2-TZVPD" relative_energy_kcal_mol=0.00 multiplicity=2 energy_ha=-2408.25410 homo_ev="-10.653 / -10.835" charge=+1
C 0.7606 -1.8358 -0.1162
C -0.4019 -1.4794 -0.8725
C -0.0233 -0.4425 -1.7931
H -1.3551 -2.0004 -0.8811
C 1.3635 -0.1408 -1.5750
C 1.8524 -1.0156 -0.5571
H 2.8774 -1.2140 -0.2831
H 0.8971 -2.6769 0.5492
H -0.6833 -0.0454 -2.5629
H 1.9730 0.6056 -2.0739
Ti 0.2152 0.2566 0.4000
C -0.1638 2.1875 -0.3440
H 0.0952 2.4245 -1.3925
H 0.3651 2.9046 0.2978
H -1.2505 2.3905 -0.2350
Si -3.3996 2.4759 -3.3607
C -4.7812 1.3697 -3.9609
C -4.4318 0.0998 -4.4630
H -3.3790 -0.2002 -4.5164
C -5.4264 -0.7862 -4.8980
H -5.1461 -1.7668 -5.2895
C -6.7777 -0.4207 -4.8296
H -7.5529 -1.1230 -5.1521
C -7.1248 0.8453 -4.3412
H -8.1769 1.1282 -4.3053
C -6.1388 1.7368 -3.8964
H -6.4140 2.7209 -3.5059
C -2.3566 2.8822 -4.8553
C -2.8831 2.8091 -6.1648
H -3.9584 2.6536 -6.3239
C -2.0305 2.9266 -7.2710
H -2.4315 2.8057 -8.2801
C -0.6663 3.1979 -7.0870
H -0.0023 3.2797 -7.9538
C -0.1703 3.3834 -5.7912
H 0.8854 3.6137 -5.6515
C -1.0191 3.2829 -4.6827
H -0.6510 3.5135 -3.6804
H -2.6638 1.6737 -2.3695
H -3.8514 3.7416 -2.7483
C -3.4540 1.6606 2.0081
C -2.6885 0.7660 1.2555
N -1.4265 0.4463 1.6444
C -0.9924 0.8100 2.9008
C -1.7687 1.6433 3.7603
C -2.9181 2.2108 3.1817
C -1.2546 1.8731 5.0848
C -0.1492 1.1732 5.5304
C 0.6545 0.3610 4.6523
C 1.7566 -0.4124 5.0440
C 2.4502 -1.0900 4.0634
C 2.1953 -0.9070 2.6986
N 1.1395 -0.1734 2.3012
C 0.3095 0.3458 3.2779
H -4.4322 1.9310 1.5966
H -2.9694 0.3521 0.2851
H -3.3686 3.0925 3.6247
H -1.7831 2.5696 5.7407
H 0.1607 1.2213 6.5853
H 2.0180 -0.4373 6.0993
H 3.2502 -1.7662 4.3309
H 2.8414 -1.3616 1.9329

Entry 2:
10
Properties=species:S:1:pos:R:3 method="wB97M-V/def2-TZVPD" relative_energy_kcal_mol=18.55 energy_ha=-305.24990 homo_ev=-9.807 smiles="C=C=C.O=C=O"
O -2.0773 -1.1749 1.4405
C -1.8539 -0.2092 0.8232
O -1.7136 0.7755 0.2236
C 0.6439 1.2323 -0.9289
C 1.0382 0.0848 -0.4510
C 1.0658 -1.0568 0.1821
H 0.1400 -1.3419 0.6823
H 0.1429 1.2875 -1.8904
H 0.7219 2.1509 -0.3503
H 1.8921 -1.7481 0.2688

Entry 3:
8
Properties=species:S:1:pos:R:3 method="wB97M-V/def2-TZVPD" relative_energy_kcal_mol=2.88 energy_ha=-113.09962 homo_ev=-10.112 smiles=N.N
N 2.5960 2.0714 0.2616
H 3.3449 1.4299 -0.0182
H 2.2182 1.7201 1.1473
H 3.0370 2.9745 0.4630
N -2.8315 -1.7699 -0.5231
H -2.0537 -1.9351 0.1237
H -2.6408 -2.3218 -1.3655
H -3.6699 -2.1690 -0.0889

Entry 4:
92
Properties=species:S:1:pos:R:3 method="wB97M-V/def2-TZVPD" relative_energy_kcal_mol=7.15 multiplicity=8 energy_ha=-8553.85169 homo_ev="-7.441 / -7.476"
Gd 0.3098 0.8459 0.4126
Br -7.5837 1.8520 1.8355
C -5.6915 1.9333 1.9472
C -4.9205 0.9841 1.2929
C -3.5451 1.0377 1.3863
C -2.9178 2.0272 2.1501
C -3.7197 2.9875 2.7829
C -5.0956 2.9415 2.6857
N -1.5267 2.0819 2.2024
C -0.9610 2.5889 3.2315
C 0.4519 2.9089 3.2937
C 0.8900 3.7384 4.3318
C 2.2130 4.1359 4.3773
C 3.0618 3.6842 3.3806
C 2.5441 2.8570 2.3927
N 1.2782 2.4653 2.3315
H -5.3920 0.2066 0.7137
H -2.9473 0.2959 0.8799
H -3.2693 3.8044 3.3278
H -5.7024 3.6837 3.1822
H -1.5293 2.8668 4.1254
H 0.1904 4.0797 5.0800
H 2.5725 4.7846 5.1621
H 4.1038 3.9638 3.3558
H 3.1956 2.5138 1.6058
C -1.6523 4.3110 -0.3580
C -2.1455 3.0945 -1.0848
C -3.1443 3.1859 -2.0363
C -3.5677 2.0162 -2.6675
C -3.0225 0.8119 -2.3065
C -2.0224 0.7644 -1.3037
N -1.5903 1.9321 -0.7369
N -1.4584 -0.3373 -0.7949
Si -1.8147 -1.9721 -1.2007
C -0.7141 -3.0821 -0.0965
C -3.6371 -2.4876 -0.8919
C -1.4988 -2.3949 -3.0490
H -1.9621 5.2173 -0.8697
H -0.5700 4.2904 -0.2864
H -2.0564 4.3223 0.6542
H -3.5663 4.1452 -2.2877
H -4.3239 2.0647 -3.4395
H -3.3395 -0.1054 -2.7730
H -1.2608 -3.4407 0.7683
H 0.1627 -2.5482 0.2639
H -0.3686 -3.9534 -0.6431
H -3.9045 -2.4372 0.1586
H -3.7945 -3.5100 -1.2209
H -4.3408 -1.8647 -1.4344
H -0.7441 -1.7485 -3.4849
H -2.4071 -2.2751 -3.6320
H -1.1679 -3.4211 -3.1730
Cl -1.9084 -1.1899 2.6957
C -0.2616 -1.5569 3.0253
C 0.6971 -0.7787 2.3637
C 2.0011 -1.1420 2.7167
Cl 3.2696 -0.2381 1.9682
C 2.3469 -2.1456 3.6154
Cl 3.9932 -2.4881 3.9827
C 1.3398 -2.8790 4.2327
Cl 1.7166 -4.0932 5.3851
C 0.0159 -2.5840 3.9218
Cl -1.2480 -3.4901 4.6559
O 1.4295 -0.7926 -0.8127
S 2.8524 -1.1834 -1.0398
C 3.2155 -0.7818 -2.7652
C 4.5122 -0.9757 -3.2131
C 4.8546 -0.5768 -4.4932
C 3.9121 0.0452 -5.2967
C 2.6263 0.2580 -4.8310
C 2.2668 -0.1734 -3.5648
C 2.7432 -2.9796 -1.2259
C 3.2373 -3.7605 -0.1927
C 3.0765 -5.1366 -0.2421
C 2.4193 -5.7163 -1.3161
C 1.9260 -4.9256 -2.3421
C 2.0895 -3.5513 -2.3027
H 5.2360 -1.4384 -2.5600
H 5.8564 -0.7367 -4.8577
H 4.1827 0.3646 -6.2909
H 1.9014 0.7721 -5.4442
H 1.2602 -0.0410 -3.1949
H 3.7456 -3.2945 0.6393
H 3.4718 -5.7567 0.5489
H 2.2869 -6.7881 -1.3536
H 1.4051 -5.3834 -3.1699
H 1.7022 -2.9290 -3.0947
F 2.5800 1.5246 -0.3170
B 1.9757 2.4825 -1.1900
F 0.9033 1.8082 -1.8064
F 2.8616 2.9865 -2.0558
F 1.4078 3.4193 -0.3219

Entry 5:
15
Properties=species:S:1:pos:R:3 method="wB97M-V/def2-TZVPD" relative_energy_kcal_mol=14.22 energy_ha=-507.17475 homo_ev=-9.055 smiles=Fc1ccc(F)cc1.O
F 2.3395 1.2912 2.0020
F -0.4057 -1.3689 -1.9756
C 2.5299 0.0738 -0.1931
C 0.3598 0.5334 1.0244
C 1.7159 -0.5395 -1.1602
C -0.3562 -0.0371 -0.0144
C 1.7890 0.6627 0.9314
C 0.3244 -0.6588 -1.0481
H 3.6276 0.0756 -0.2155
H -0.1739 0.6707 1.9741
H 2.1556 -0.9667 -2.0711
H -1.4386 -0.1608 0.1220
O -3.9319 0.4726 0.1740
H -3.7292 -0.3404 0.6900
H -4.8062 0.2923 -0.2398

Entry 6:
47
Properties=species:S:1:pos:R:3 method="wB97M-V/def2-TZVPD" relative_energy_kcal_mol=431.09 energy_ha=-1308.48261 homo_ev=-7.719 smiles="O=C(CNC(=O)c1ccc(OC(F)F)cc1)N[C@@H]1CCCc2ccccc21"
O 2.0983 -1.3969 3.5493
C 1.8775 -1.1026 2.3192
N 0.8148 -1.7688 1.6327
H 0.4335 -2.4991 2.3118
C 0.6320 -1.7787 0.3415
C 0.3536 -3.2931 -0.1548
C 1.2950 -4.2813 0.2702
C 1.3082 -5.4593 -0.5751
C 0.2701 -5.8427 -1.4230
C -0.7151 -4.8255 -1.6301
C -0.8677 -3.6717 -1.2409
C -1.7988 -2.7172 -1.6375
C -1.2657 -1.1151 -1.1005
C -1.0342 -1.1250 0.2667
H -1.5512 -1.6021 0.8845
H -0.8523 -0.1797 0.7317
H -0.6194 -0.7469 -1.6609
H -2.3570 -0.5927 -1.1387
H -2.7849 -2.8186 -1.0749
H -2.1243 -2.7566 -2.5032
H -1.4766 -5.1674 -2.4010
H 0.0322 -6.9497 -1.7033
H 1.8881 -6.2035 -0.2421
H 1.9526 -4.0048 0.8338
H 1.1425 -1.2673 -0.5595
C 2.6593 -0.1608 1.4505
N 2.0399 0.9764 1.3236
C 1.3964 1.3272 -0.1614
O 1.7679 0.5709 -0.9240
C 0.6709 2.5811 -0.0237
C 0.7104 3.3148 -1.3831
C 0.1332 4.4601 -1.4904
C -0.8566 4.8959 -0.3836
C -0.7973 4.1201 0.8478
C -0.1042 2.9421 0.9567
H -0.4571 2.3893 1.7136
H -1.4709 4.4647 1.4549
O -1.6865 6.0115 -0.4251
C -2.3797 6.5369 0.2810
F -3.4916 5.5783 0.5977
F -1.7937 6.9014 1.6568
H -2.9474 7.3113 0.0348
H 0.1146 4.9717 -2.2563
H 1.5097 2.9350 -1.9601
H 1.7018 1.4255 1.8984
H 3.6038 0.1897 2.0819
H 3.0257 -0.5768 0.6142

Entry 7:
14
Properties=species:S:1:pos:R:3 method="wB97M-V/def2-TZVPD" relative_energy_kcal_mol=26.02 energy_ha=-307.67097 homo_ev=-10.096 smiles="CCC(=O)CO"
C -0.2423 0.4041 -1.8728
C 0.7124 0.4041 -0.6797
C 0.1118 -0.4554 0.3756
O -0.0228 -1.6608 0.2243
C -0.2138 0.0740 1.7370
O -0.9085 -0.9231 2.3930
H -0.4166 -0.6219 -2.2090
H 0.1767 0.9854 -2.6945
H -1.2102 0.8348 -1.5950
H 0.8919 1.4156 -0.2983
H 1.6720 -0.0480 -0.9511
H 0.8533 0.1858 2.0378
H -0.6540 1.0810 1.8010
H -0.7500 -1.6757 1.7318

Entry 8:
62
Properties=species:S:1:pos:R:3 method="wB97M-V/def2-TZVPD" energy_ha=-17559.70037 homo_ev=-12.331 charge=+1
C -0.4365 -0.1733 -2.3211
C -0.5219 -0.5428 -0.8648
O -1.4475 -1.1870 -0.4142
O 0.4636 -0.0775 -0.0048
C 1.6909 -0.7687 -0.0093
C 2.6415 -0.3846 -1.1421
P 3.2743 1.2887 -0.9721
H 0.1867 -0.8951 -2.8431
H 0.0163 0.8140 -2.4027
H -1.4433 -0.1505 -2.7137
H 2.1851 -0.5102 0.9257
H 1.5674 -1.8479 -0.0127
H 2.2334 -0.4989 -2.1429
H 3.5112 -1.0419 -1.0959
H 2.2945 2.2755 -0.9082
H 4.0742 1.5490 -2.0817
H 4.1367 1.3395 0.1242
C -0.4652 2.8316 2.2261
Cl 1.1393 2.6493 1.4465
Cl -0.2988 2.5127 3.9461
Cl -1.0285 4.4767 1.9810
Cl -1.5973 1.6792 1.5215
C 2.1493 -4.6123 0.9009
Cl 1.9954 -5.8389 2.1498
Cl 0.5490 -3.9833 0.4879
Cl 3.1585 -3.2800 1.5061
Cl 2.9042 -5.2870 -0.5406
C 0.7696 -1.2724 4.8978
Cl 2.0166 -2.5180 4.9115
Cl -0.7777 -1.9493 5.3894
Cl 1.2296 0.0239 6.0034
Cl 0.6261 -0.6366 3.2455
C -5.1021 -1.8010 -3.7924
Cl -4.7464 -3.0704 -4.9644
Cl -4.6068 -0.2346 -4.4643
Cl -6.8260 -1.7849 -3.4381
Cl -4.1899 -2.0872 -2.3089
C -3.2489 3.5788 -1.7626
Cl -3.9335 3.3919 -0.1454
Cl -1.4965 3.8396 -1.6562
Cl -3.5622 2.1152 -2.7079
Cl -3.9924 4.9574 -2.5634
C 1.5780 4.1445 8.0032
Cl 0.9064 3.6548 6.4380
Cl 2.5709 2.8262 8.6377
Cl 2.5741 5.5825 7.7839
Cl 0.2656 4.4922 9.1240
C 3.7334 -4.7046 -4.7388
Cl 3.5974 -6.0081 -3.5564
Cl 2.1236 -4.0733 -5.1030
Cl 4.7325 -3.4064 -4.0601
Cl 4.4801 -5.3117 -6.2097
C -9.4720 0.7559 -5.7495
Cl -7.8376 0.6863 -5.0813
Cl -10.3087 -0.7571 -5.3840
Cl -10.3504 2.1048 -5.0262
Cl -9.3868 0.9743 -7.4983
C 5.1422 1.2293 3.8149
Cl 4.4537 -0.2202 3.0536
Cl 5.4164 2.4798 2.5783
Cl 4.0154 1.8410 5.0169
Cl 6.6739 0.8213 4.5666

Entry 9:
98
Properties=species:S:1:pos:R:3 method="wB97M-V/def2-TZVPD" energy_ha=-5798.35538 homo_ev=-8.991
C 1.1151 -7.0804 -0.9215
C 1.5705 -5.7134 -0.4495
O 2.6012 -5.5359 0.1641
N 0.7013 -4.7065 -0.7450
C 0.9780 -3.3423 -0.2816
H 1.5151 -7.8414 -0.2529
H 1.5776 -7.2635 -1.8931
H 0.0336 -7.1970 -0.9281
H -0.2625 -4.9152 -0.9422
H 0.9871 -3.3121 0.8095
H 0.2744 -2.6216 -0.6835
H 1.9800 -3.0918 -0.6287
C -2.2841 -1.6564 -3.7114
C -1.5593 -0.5554 -4.4645
O -1.9861 0.6229 -3.8639
C -2.9459 0.3533 -2.9315
O -3.4650 1.1777 -2.2562
O -3.2471 -0.9552 -2.9213
F -1.9673 -0.5625 -5.7732
H -1.6682 -2.2529 -3.0372
H -2.7266 -2.3784 -4.3969
H -0.4852 -0.6693 -4.4360
C -0.7487 1.0911 1.2539
C -1.0905 0.3988 -0.0624
O -1.2680 -0.9289 0.3551
C -1.6275 -0.9311 1.6691
O -2.1043 -1.8791 2.1978
O -1.4691 0.2877 2.2018
F -0.0562 0.3625 -0.9426
H -1.0551 2.1324 1.2666
H 0.3019 1.0108 1.5402
H -1.9647 0.8741 -0.5074
C -4.6673 4.6100 1.7898
C -3.4859 3.7230 1.3974
O -3.4779 2.7087 2.4026
S -3.7266 3.4435 3.8058
O -2.5108 4.0439 4.2262
O -4.4393 2.5924 4.6733
O -4.6954 4.5569 3.2239
H -5.6027 4.1870 1.4230
H -4.5852 5.6381 1.4480
H -2.5336 4.2475 1.3914
H -3.6817 3.2688 0.4285
C 2.8372 1.1290 5.2757
C 1.3067 1.2570 5.2979
O 0.8438 0.3549 4.2873
S 1.8487 -0.8645 4.0660
O 1.9539 -1.0417 2.6682
O 1.5195 -1.9466 4.9108
O 3.1155 -0.1479 4.7000
H 3.2081 1.1156 6.2987
H 3.3255 1.8995 4.6875
H 0.9882 2.2404 4.9666
H 0.9013 0.9560 6.2616
C 3.0649 -1.9312 -5.6706
C 3.6958 -2.7634 -4.5392
O 2.7746 -2.6546 -3.4543
S 2.3179 -1.1359 -3.4151
O 3.3709 -0.3118 -2.9611
O 1.0298 -1.0353 -2.8677
O 2.1737 -1.0214 -4.9986
H 2.4843 -2.4878 -6.4014
H 3.8243 -1.3452 -6.1868
H 4.6584 -2.3322 -4.2623
H 3.8315 -3.8118 -4.7815
C 3.2884 3.4787 -0.5076
C 2.2737 2.3523 -0.5653
O 2.7193 1.4284 0.4112
S 3.2867 2.2534 1.6511
O 4.1732 1.4086 2.3362
O 2.1892 2.8398 2.3498
O 3.9991 3.3467 0.7621
H 2.9632 4.5083 -0.6331
H 4.0912 3.4222 -1.2483
H 2.2627 1.8570 -1.5320
H 1.2614 2.6998 -0.3488
C -1.5845 -5.0223 2.0857
C -2.8057 -4.7376 1.1725
O -3.3995 -6.0443 0.9408
S -2.2794 -7.1450 0.9422
O -1.5668 -7.1235 -0.2817
O -2.8242 -8.3350 1.4405
O -1.3775 -6.4456 2.0431
H -1.6899 -4.5896 3.0716
H -0.7115 -4.6537 1.5474
H -2.5206 -4.3704 0.1880
H -3.6130 -4.1439 1.5814
C -0.2636 7.6851 -1.1338
C 1.0988 7.1008 -0.8761
O 0.9412 5.7302 -1.2964
S -0.6073 5.2748 -1.1996
O -0.8049 4.2918 -0.2058
O -1.0977 5.0863 -2.5012
O -1.1138 6.6781 -0.6070
H -0.4232 7.8002 -2.2105
H -0.4381 8.6478 -0.6630
H 1.3535 7.0565 0.1844
H 1.8970 7.6020 -1.4172